The following is a DFT calculation (ωB97M-V/def2-TZVPD) of C29H27BrCdN3OSTe as an isolated structure at a distorted geometry.

The geometry in XYZ format:
```
64
Properties=species:S:1:pos:R:3:forces:R:3
N 3.210 -2.668 -4.986 0.32 -0.18 -0.14
H 4.745 -5.867 -3.692 -0.01 -0.03 -0.06
H 4.078 -3.435 -2.442 0.01 0.11 0.13
H -4.295 -1.717 -0.384 -0.02 -0.04 -0.06
H 3.693 -7.672 -2.349 0.01 0.01 0.00
H -0.491 1.949 3.103 0.00 0.02 0.01
H 2.152 -2.169 1.157 0.02 0.04 0.00
C -1.460 1.713 2.661 -0.10 -0.18 -0.05
C 0.882 -0.085 -3.954 -0.24 0.08 0.06
H -4.288 0.986 -0.023 -0.02 0.05 -0.02
C -2.374 0.307 0.658 -0.02 -0.09 -0.06
C 3.216 -2.933 -0.563 0.05 -0.02 -0.23
Te 2.522 2.114 -0.908 0.06 0.24 0.10
C 2.253 -2.148 0.077 -0.16 0.09 0.20
C 1.565 -4.714 -3.615 0.10 -0.13 -0.23
C -1.194 -3.184 1.313 -0.01 0.19 -0.02
C 2.484 -1.917 -4.091 -0.42 0.42 0.36
H -3.174 -1.105 -1.606 -0.02 -0.03 -0.03
H -0.110 -2.049 3.601 0.05 0.00 0.03
C 3.915 5.625 1.684 -0.29 0.01 -0.02
H -0.084 -5.685 -2.654 0.00 -0.02 0.00
C -1.492 -1.710 1.276 0.05 -0.04 0.09
H -2.918 -2.698 -0.897 -0.04 -0.02 -0.04
C -3.241 -1.680 -0.679 0.13 0.09 0.09
H 0.960 -3.890 -3.969 -0.01 -0.05 0.00
C -1.388 0.552 1.688 0.32 0.23 0.04
C 0.015 -1.022 3.254 -0.09 0.03 -0.20
H 6.021 5.166 1.666 -0.01 0.03 -0.01
S 2.490 4.903 1.037 0.24 -0.13 -0.05
C -3.249 1.327 -0.014 0.16 -0.13 0.01
C -0.893 -0.759 2.082 0.06 0.00 0.00
Br 0.938 -8.176 -1.418 0.07 0.11 -0.07
C 3.304 -2.883 -1.930 0.14 0.14 0.31
H 3.896 -3.540 0.019 -0.01 -0.02 0.01
C 3.377 3.605 0.323 -0.30 -0.07 0.05
C 1.782 -0.846 -4.660 0.18 -0.41 0.08
H 0.317 0.698 -4.441 0.00 0.01 0.03
H -2.949 1.489 -1.054 -0.03 0.04 0.00
H 1.075 -0.881 3.017 0.02 0.00 0.08
H -1.793 -3.723 0.580 0.01 -0.06 0.01
N 1.453 -1.334 -0.572 -0.11 0.10 -0.05
H -1.412 -3.610 2.296 0.02 -0.05 -0.02
H 5.444 3.045 0.223 0.00 0.01 0.02
H -3.216 2.286 0.503 -0.01 0.04 -0.04
C 2.416 -2.075 -2.665 0.07 0.31 -0.03
H -2.149 1.477 3.482 -0.01 0.05 0.01
C -2.397 -1.050 0.392 -0.12 0.06 0.03
C 3.688 -5.833 -3.456 -0.04 0.30 -0.19
C 0.972 -5.725 -2.882 0.04 0.00 0.01
C 1.515 -1.278 -1.919 0.25 -0.25 -0.10
C 1.750 -6.778 -2.431 -0.04 -0.14 0.13
C 4.708 3.752 0.582 0.07 -0.10 -0.04
H -1.827 2.615 2.172 0.05 0.04 0.02
C 5.018 4.903 1.357 0.06 0.02 0.06
C 0.639 -0.304 -2.578 -0.14 0.05 -0.30
N 3.526 -3.875 -4.837 0.47 0.20 -0.59
H 1.928 -0.681 -5.722 0.02 0.02 0.00
Cd 0.353 0.792 0.200 -0.19 -0.17 0.09
H -0.142 -3.383 1.091 -0.02 -0.08 -0.01
H -0.226 -0.356 4.086 0.05 -0.02 0.04
C 2.934 -4.752 -3.925 -0.78 -0.63 0.40
H 3.845 6.528 2.269 0.07 -0.01 0.01
O -0.252 0.323 -1.937 0.14 0.00 0.02
C 3.105 -6.838 -2.707 -0.07 -0.06 0.11
```
Positions in Å, forces in eV/Å.

Results
- Lowest unoccupied orbital energy: 2.0 eV
- E_HOMO: -4.437 eV
- Charge: -1
- HOMO-LUMO gap: 6.45 eV
- Energy above the lowest of the compared OMol25 structures with the same formula, charge and spin: 0.0 kJ/mol

The following is a DFT calculation (ωB97M-V/def2-TZVPD) of a 7-piece molecular cluster, C9H4Cl24F3NO3 overall at a distorted geometry.

The geometry in XYZ format:
```
44
Properties=species:S:1:pos:R:3:forces:R:3
Cl -1.896 -3.171 0.028 0.74 -0.02 -0.48
Cl -2.989 -4.496 4.582 -0.24 0.03 -0.21
F 0.918 3.138 -1.806 2.50 -0.29 2.50
Cl -3.868 -4.220 1.832 -0.43 -0.23 0.51
C -0.496 -2.960 -1.047 0.04 0.07 -0.02
C -2.028 1.203 2.022 0.00 -0.21 -0.19
C -4.406 -4.363 3.519 -0.05 0.06 0.10
C 3.556 1.572 -1.499 0.93 -2.05 -1.30
N 4.769 1.305 -0.671 -0.42 1.97 -0.69
Cl -0.771 1.897 0.975 -1.88 -1.02 1.12
Cl -3.313 5.011 1.281 0.34 0.60 -0.33
Cl -4.571 -2.848 -2.138 -0.30 0.16 0.08
H 5.474 0.750 -1.174 -0.48 0.41 0.30
H 3.375 0.603 -2.107 0.22 1.62 1.05
Cl 6.592 -5.345 -0.743 -0.30 0.09 0.00
C 4.884 -4.858 -0.774 0.02 -0.03 -0.03
O 2.409 1.716 -0.618 -0.35 3.42 -1.18
Cl 4.021 -5.640 0.568 0.13 0.15 -0.23
Cl -5.348 -2.925 3.964 0.18 -0.24 -0.11
Cl 4.767 -3.093 -0.603 -0.01 -0.26 0.01
Cl -1.746 7.452 1.184 -0.09 -0.21 -0.16
H 5.467 3.468 -1.828 0.22 0.05 1.00
Cl 0.113 -1.297 -0.906 -0.07 -0.28 -0.05
C 5.335 2.531 -0.069 0.66 0.90 4.05
C -2.395 6.105 0.224 -0.08 0.08 0.06
Cl -6.933 -1.256 -2.691 0.16 -0.11 0.20
Cl -3.584 2.023 1.737 0.15 -0.63 0.12
Cl -1.557 1.407 3.723 -0.08 0.01 -0.30
Cl -2.200 -0.527 1.655 -0.05 0.41 0.22
Cl -5.417 -5.813 3.696 0.18 0.25 -0.05
Cl -1.056 5.220 -0.532 -0.29 0.19 0.10
O 5.666 3.650 -0.878 -0.83 -2.37 0.39
F 1.011 3.136 0.479 3.58 0.67 -3.65
Cl 0.785 -4.100 -0.584 -0.20 0.18 -0.07
C -5.897 -1.918 -1.408 -0.01 0.04 0.02
Cl -3.468 6.743 -1.041 0.16 -0.09 0.19
Cl -0.986 -3.271 -2.727 0.07 0.03 0.24
F 2.726 4.074 -0.708 -2.13 -2.64 -0.33
H 3.678 2.406 -2.271 -0.55 -0.75 1.32
Cl -6.859 -2.982 -0.360 0.16 0.17 -0.17
Cl -5.224 -0.586 -0.443 -0.09 -0.26 -0.16
C 1.819 2.994 -0.705 -1.13 0.29 1.45
O 5.488 2.615 1.179 -0.47 -0.25 -5.60
Cl 4.154 -5.354 -2.316 0.11 0.09 0.26
```
Positions in Å, forces in eV/Å.

Results
- Lowest unoccupied orbital energy: -0.2 eV
- E_HOMO: -10.819 eV
- HOMO-LUMO gap: 10.61 eV
- SMILES: O=C(O)NCOC(F)(F)F.ClC(Cl)(Cl)Cl.ClC(Cl)(Cl)Cl.ClC(Cl)(Cl)Cl.ClC(Cl)(Cl)Cl.ClC(Cl)(Cl)Cl.ClC(Cl)(Cl)Cl

The following is a DFT calculation (ωB97M-V/def2-TZVPD) of C19H20Cl3GeMnN4 as an isolated structure at a distorted geometry.

The geometry in XYZ format:
```
48
Properties=species:S:1:pos:R:3:forces:R:3
H 6.864 11.410 6.841 -0.70 0.59 -1.42
C 8.107 8.242 8.309 2.40 2.02 0.70
C 7.251 7.255 8.495 -3.18 -3.22 -0.61
N 8.861 8.744 9.364 -1.18 -0.43 -0.15
H 8.294 10.651 5.150 0.02 0.05 -0.53
C 7.015 6.629 9.743 1.02 0.79 0.86
C 13.507 12.445 6.134 -0.80 -0.52 1.39
C 12.362 11.932 8.165 -0.78 -0.97 2.59
H 6.307 5.808 9.944 0.39 0.54 -0.60
C 8.420 8.846 6.956 -0.70 1.06 1.85
H 6.733 15.083 9.997 -0.49 0.57 0.10
C 8.280 13.812 10.719 -0.29 0.69 0.09
H 5.991 13.397 8.166 0.75 -0.15 1.11
H 7.608 6.790 11.847 0.11 0.09 -0.58
Cl 11.189 9.998 10.625 0.28 0.35 -0.45
Cl 9.631 6.614 5.151 0.05 -0.26 -0.23
Ge 11.822 6.451 5.280 0.17 -0.43 -0.32
H 9.144 8.739 11.426 -0.18 -0.46 -0.41
N 8.632 10.318 7.126 1.90 0.32 0.64
N 11.461 11.144 7.533 0.15 1.07 -0.14
C 7.748 7.142 10.817 -0.03 0.70 -0.12
C 7.239 14.159 9.867 -0.32 -1.64 -0.69
C 12.530 11.715 5.468 0.56 0.71 -0.16
H 10.474 10.757 4.392 0.47 0.12 -1.23
C 9.002 12.676 10.505 0.44 -0.50 -0.16
C 7.750 12.144 8.624 -0.47 1.08 1.23
H 12.203 11.897 9.293 0.77 0.46 -1.66
H 8.533 14.465 11.536 0.04 -0.02 0.21
H 7.607 8.690 6.261 0.04 -0.38 -0.45
H 14.150 13.091 8.122 -0.61 -0.08 -0.30
H 14.353 12.883 5.656 0.32 0.24 -0.47
C 7.483 11.063 7.613 -0.81 -1.21 1.63
C 10.406 10.509 5.415 0.27 -1.24 0.91
H 6.883 10.284 8.107 -0.23 0.46 0.27
H 10.413 9.425 5.532 0.49 -0.08 -0.44
N 8.847 11.922 9.404 -1.70 0.35 -0.29
H 12.536 11.641 4.371 -0.03 -0.04 0.68
C 13.373 12.579 7.537 1.37 0.33 -0.83
C 8.623 8.238 10.601 -0.07 -0.16 -0.67
C 6.818 13.222 8.902 1.89 -0.61 -1.48
H 9.019 12.005 5.992 0.00 0.29 -0.05
H 9.365 8.430 6.682 0.22 -0.29 -0.66
Mn 10.067 10.357 8.770 -0.81 -1.28 -0.08
Cl 12.161 7.859 6.935 -0.09 0.25 0.35
C 11.503 11.135 6.199 0.09 -0.30 -1.06
H 9.714 12.293 11.221 0.37 0.29 -0.06
H 6.669 6.884 7.620 0.53 0.36 0.71
C 9.077 10.932 5.848 -1.63 0.49 0.94
```
Positions in Å, forces in eV/Å.

Results
- Lowest unoccupied orbital energy (spin up / spin down): -8.2 / -6.7 eV
- E_HOMO (spin up / spin down): -15.400 / -15.408 eV
- Charge: +2
- HOMO-LUMO gap (spin up / spin down): 7.22 / 8.67 eV
- Energy above the lowest of the compared OMol25 structures with the same formula, charge and spin: 0.0 kJ/mol
- Expectation value of S²: 6.09
- 2S+1: 5

The following is a DFT calculation (ωB97M-V/def2-TZVPD) of one molecule with the formula C11H9IN2O3 at a distorted geometry.

The geometry in XYZ format:
```
26
Properties=species:S:1:pos:R:3:forces:R:3
H 4.869 -1.161 2.142 0.47 -0.14 0.13
O 0.809 1.046 -1.736 -1.01 -0.18 1.53
H -2.188 0.923 3.011 0.43 0.09 -0.40
H -2.820 0.723 1.348 1.28 -0.20 0.61
H -2.100 -0.653 2.228 0.23 0.11 -0.10
N -0.645 0.721 1.507 -0.19 0.28 -0.10
O 0.441 0.314 3.495 -0.68 -0.57 -2.71
C 2.866 -0.525 2.220 -0.87 0.48 0.74
O -2.001 2.874 0.407 1.79 -1.34 -1.17
C -1.887 2.112 -1.824 1.13 0.43 -0.34
I -2.720 0.170 -2.326 0.42 0.76 0.16
C 0.634 0.755 -0.546 1.51 0.53 -2.64
C -1.990 0.423 2.054 -1.03 0.21 -0.61
C 1.804 0.138 0.162 -0.29 -0.21 1.08
C 4.131 -0.622 0.172 -0.42 0.18 0.01
H 5.044 -0.787 -0.412 -0.34 -0.04 0.52
C -1.372 2.142 -0.369 -3.47 1.18 1.39
C 4.047 -0.799 1.565 -0.51 0.04 -0.80
H -2.669 2.873 -1.959 0.14 -0.56 0.59
H 2.809 -0.667 3.301 -0.08 0.08 -0.32
H -1.089 2.409 -2.526 -0.26 -0.79 0.18
C 0.462 0.319 2.240 0.42 1.11 3.04
C 1.729 -0.012 1.553 0.74 -0.52 -1.29
H 3.103 0.068 -1.582 -0.31 -0.33 0.62
C 3.009 -0.175 -0.511 -0.28 0.76 -0.63
N -0.516 1.151 0.143 1.15 -1.35 0.52
```
Positions in Å, forces in eV/Å.

Results
- Lowest unoccupied orbital energy: -0.7 eV
- E_HOMO: -9.426 eV
- HOMO-LUMO gap: 8.74 eV
- SMILES: Cn1c(=O)c2ccccc2c(=O)n1C(=O)CI
- Energy above the lowest of the compared OMol25 structures with the same formula, charge and spin: 0.0 kJ/mol

The following total energy values (in eV) correspond, in order, to the records above: -129765.2049, -325717.5409, -151381.0927, -28775.4255.